DFT (wB97M-V/def2-TZVPD) results for a 5-piece molecular cluster, C15H29Cl4N3O overall at a distorted geometry.

```
52
Properties=species:S:1:pos:R:3:nbo_charge:R:1
H 6.253 9.360 12.678 0.26
H 9.718 6.167 7.909 0.22
H 8.645 8.441 5.187 0.21
H 5.676 16.481 7.260 0.26
C 5.717 14.169 10.528 -0.40
H 8.936 11.023 10.352 0.21
H 7.428 8.915 10.391 0.21
N 10.227 8.799 8.212 -0.21
O 11.106 8.010 8.950 -0.58
H 10.262 9.856 10.918 0.22
C 6.785 13.764 14.579 -0.39
H 9.028 11.184 7.818 0.22
H 8.709 7.743 10.338 0.22
C 9.336 6.697 7.036 -0.64
C 7.866 9.559 6.793 -0.40
H 11.958 9.046 6.206 0.21
H 11.873 8.577 9.063 0.47
C 10.013 8.142 6.890 0.15
Cl 5.911 15.136 13.824 -0.03
C 11.396 8.116 6.133 -0.62
H 4.315 17.380 7.821 0.26
C 4.844 10.898 12.988 0.30
C 8.390 10.325 8.026 -0.40
H 10.536 11.036 9.648 0.21
C 8.183 8.483 9.735 -0.65
H 9.474 6.070 6.155 0.21
H 5.019 9.447 11.500 0.26
Cl 7.645 12.818 13.360 -0.03
H 6.089 13.147 15.147 0.24
H 12.083 7.383 6.556 0.21
Cl 4.028 14.710 10.471 -0.03
H 9.537 9.917 5.598 0.21
N 6.559 17.843 9.937 -0.33
Cl 5.867 12.681 9.592 -0.05
H 8.277 6.831 7.254 0.20
C 5.654 10.080 12.121 -0.74
H 11.284 7.851 5.081 0.21
H 6.322 14.975 10.114 0.23
H 6.033 13.982 11.554 0.24
H 7.505 14.242 15.244 0.22
H 7.635 8.000 8.926 0.20
C 5.393 17.447 7.678 -0.73
H 5.630 18.210 6.937 0.26
H 7.467 10.568 8.554 0.21
N 4.184 11.528 13.665 -0.35
H 7.391 10.322 6.177 0.21
C 9.783 10.388 10.096 -0.62
C 9.052 9.031 6.008 -0.41
H 6.263 10.654 11.422 0.27
H 7.145 8.766 6.988 0.20
C 9.159 9.422 8.990 0.14
C 6.024 17.657 8.943 0.29
```

Calculated values
ΔE to the lowest compared entry with this formula, charge and spin   0.0000 eV
DFT total energy   -2669.1291 Eh
SMILES   CC1(C)CCCC(C)(C)N1O.ClCCl.ClCCl.CC#N.CC#N
Total charge   0



DFT (wB97M-V/def2-TZVPD) results for C8H9F6N4O4S2Zn as an isolated structure at a distorted geometry.

```
34
Properties=species:S:1:pos:R:3:nbo_charge:R:1
O -0.468 -0.293 4.884 -0.87
O 0.667 -2.211 3.826 -0.78
S -0.660 -1.693 1.293 2.08
H 0.102 -5.196 -4.210 0.26
C -1.708 -3.390 1.506 0.82
H 0.971 2.960 -1.562 0.24
H 0.734 -4.846 -2.515 0.25
C 2.246 -4.851 -3.849 0.28
C 1.448 0.376 3.058 0.82
H 0.588 -3.579 -3.786 0.25
S 0.104 -0.907 3.681 2.05
H -1.403 5.780 -1.607 0.27
F -2.882 -3.092 2.153 -0.33
F 1.127 1.603 3.464 -0.28
N -2.402 3.615 0.614 -0.44
H 1.871 3.964 -2.541 0.26
C 0.790 -4.630 -3.582 -0.71
F 2.663 -0.048 3.479 -0.28
N 3.383 -5.069 -4.007 -0.33
C -1.985 5.905 -0.694 -0.73
F -2.033 -3.896 0.330 -0.28
H -1.433 6.547 -0.008 0.27
N 1.668 0.934 -3.638 -0.31
C 1.787 1.851 -2.927 0.27
O 0.730 -2.114 1.190 -0.77
N -1.159 -0.700 2.477 -1.01
H 2.707 2.941 -1.250 0.26
Zn -3.571 1.135 3.093 1.19
O -1.205 -1.148 0.081 -0.84
C 1.953 3.002 -2.035 -0.72
F -1.000 -4.255 2.164 -0.27
C -2.182 4.652 0.050 0.37
F 1.503 0.285 1.758 -0.28
H -2.951 6.370 -0.889 0.27
```

Calculated values
ΔE to the lowest compared entry with this formula, charge and spin   6.7828 eV
DFT total energy   -4004.4932 Eh
Total charge   +1



DFT (wB97M-V/def2-TZVPD) results for one molecule with the formula C4H5NO3 at a distorted geometry.

```
13
Properties=species:S:1:pos:R:3:nbo_charge:R:1
H 2.404 1.920 0.168 0.29
C -0.935 0.194 0.558 0.64
C 1.932 0.774 0.277 -0.37
C 0.859 0.612 -0.839 -0.02
N -1.277 -0.256 -0.751 -0.35
H 2.585 -0.143 0.345 0.27
C 0.578 0.196 0.429 0.07
O -0.059 -0.351 -1.559 -0.39
H 0.477 -1.738 -0.086 0.49
O 0.695 -1.244 0.666 -0.68
H -1.785 0.465 -1.288 0.39
H 0.453 1.560 -1.089 0.18
O -1.861 0.230 1.475 -0.53
```

Calculated values
ΔE to the lowest compared entry with this formula, charge and spin   8.0073 eV
DFT total energy   -435.6262 Eh
SMILES   O=C1NO[C@@H]2C[C@@]12O
Total charge   0



DFT (wB97M-V/def2-TZVPD) results for a 3-piece molecular cluster, C18H32N7O4 overall at a distorted geometry.

```
61
Properties=species:S:1:pos:R:3:nbo_charge:R:1
C -0.190 1.362 -2.646 0.05
H -0.991 -0.783 -0.038 0.25
O -3.817 0.030 1.141 -0.70
C 0.558 0.113 1.160 -0.21
C -0.056 -1.085 0.424 -0.42
O 4.342 1.922 -1.847 -0.70
H -1.486 1.215 2.242 0.24
H 1.917 1.340 -2.672 0.26
H 1.639 0.138 1.050 0.19
H 0.649 -1.416 -0.339 0.20
H 0.476 -6.825 -1.453 0.22
C 1.410 -5.186 -0.434 -0.20
C -0.073 -3.594 0.607 0.06
N -4.652 0.746 -0.849 -0.85
H 0.391 -2.249 2.210 0.21
H 1.642 3.562 3.064 0.21
H 3.214 1.002 0.045 0.39
N -6.062 0.074 0.853 -0.84
H -6.190 -0.277 1.783 0.41
H -0.424 -0.805 -2.571 0.20
C -1.152 -4.355 0.181 -0.23
C 0.825 2.360 0.286 0.72
H -1.697 0.010 -3.649 0.23
C -0.871 2.005 1.820 0.23
H -1.390 3.746 0.565 0.20
H -2.739 2.675 0.975 0.26
H 2.417 -5.495 -0.674 0.22
C -1.805 3.097 1.334 -0.66
N 1.362 2.275 -0.917 -0.53
C 4.896 1.220 -1.008 0.78
N -0.049 1.419 0.749 -0.44
N 6.209 0.889 -1.062 -0.83
O -1.305 0.989 -1.923 -0.52
C 0.749 3.548 2.447 0.09
H -5.433 0.954 -1.442 0.39
H -1.318 -2.269 1.676 0.23
H -1.797 -6.099 -0.889 0.22
C -0.278 -2.302 1.352 -0.44
C -0.954 -5.514 -0.551 -0.20
H 0.367 -0.003 2.225 0.23
H 1.202 0.239 -1.486 0.22
N 4.176 0.732 0.052 -0.85
N 1.163 3.465 1.018 -0.62
H 0.219 4.492 2.582 0.18
H 2.014 3.001 -1.185 0.44
H -3.722 0.888 -1.195 0.42
C 1.209 -4.029 0.294 -0.24
H 2.071 -3.461 0.622 0.20
H 6.744 1.243 -1.834 0.42
C 0.323 -5.928 -0.872 -0.21
C -0.814 0.091 -3.037 -0.12
H 6.662 0.316 -0.376 0.40
O 0.008 2.436 2.846 -0.50
H 4.533 0.154 0.789 0.40
H -2.162 -4.046 0.416 0.21
H 0.880 4.296 0.513 0.41
C 1.141 1.232 -1.916 -0.26
C -4.784 0.267 0.425 0.78
H -0.275 2.189 -3.354 0.20
H -2.056 3.729 2.186 0.24
H -6.867 0.260 0.285 0.39
```

Calculated values
ΔE to the lowest compared entry with this formula, charge and spin   0.0000 eV
DFT total energy   -1389.1534 Eh
Total charge   +1



What is the DFT total energy in the third record?
-435.6262 Eh